A molecular structure, C23H13BrF3N2O2Rh at a distorted geometry, computed with the ωB97M-V functional and the def2-TZVPD basis.

Positions of all 45 atoms, in Å:
Rh 1.176 -1.193 -0.480
F 1.782 3.755 1.366
C 1.151 2.577 1.446
C 1.452 1.584 0.549
C 0.852 0.325 0.628
C -0.203 0.087 1.693
C -0.426 1.261 2.600
F -1.372 1.063 3.530
C 0.190 2.439 2.489
C 0.142 -2.262 2.232
C -0.070 -3.201 3.244
C -0.081 -4.531 2.908
C 0.115 -4.904 1.576
C 0.341 -3.911 0.657
N 0.378 -2.603 0.974
H 2.186 1.794 -0.214
H -0.027 3.262 3.156
H -0.242 -2.849 4.251
H -0.255 -5.281 3.668
H 0.097 -5.938 1.267
H 0.514 -4.148 -0.386
Br -5.986 2.546 0.036
C -4.199 2.044 -0.307
C -3.515 2.610 -1.375
N -2.263 2.289 -1.673
C -1.632 1.412 -0.896
C -2.240 0.802 0.200
C -3.566 1.113 0.486
C -1.600 -0.231 1.076
O -2.213 -1.206 1.419
O 0.147 -0.973 2.606
H -4.002 3.340 -2.012
H -0.617 1.160 -1.174
H -4.076 0.636 1.313
F 3.501 1.729 -5.355
C 2.980 1.132 -4.258
C 1.631 0.854 -4.224
C 1.109 0.247 -3.086
C 1.905 -0.092 -1.985
C 3.270 0.221 -2.079
C 3.816 0.826 -3.203
H 1.006 1.117 -5.067
H 0.042 0.041 -3.076
H 3.932 -0.006 -1.250
H 4.870 1.063 -3.268

Values from the calculation:
Energy, Eh: -4128.28844
2S+1: 1
E_HOMO (spin up / spin down), eV: -7.89 / -7.77
Net charge: 0